# 1
Here is a cluster of 17 separate species, C51H88O51 in total at a distorted geometry from OMol25. Energies are from ωB97M-V with the def2-TZVPD basis set.

CARTESIAN COORDINATES (ANGSTROEM)
C 3.39 2.97 4.95
C 2.69 3.74 3.77
O 1.32 3.47 4.03
C 1.17 3.30 5.35
O 0.08 3.32 5.90
O 2.33 3.04 5.90
H 4.27 3.48 5.33
H 3.45 1.92 4.66
H 2.90 3.33 2.79
H 2.89 4.82 3.80
C 0.13 -2.82 2.26
C 1.01 -3.91 1.71
O 2.28 -3.31 1.71
C 2.22 -2.05 2.27
O 3.20 -1.34 2.42
O 1.04 -1.76 2.69
H -0.47 -3.07 3.14
H -0.56 -2.39 1.53
H 0.75 -4.19 0.69
H 0.99 -4.74 2.41
C -6.40 0.15 1.15
C -6.50 -0.88 0.03
O -5.28 -1.53 0.14
C -4.43 -0.91 0.88
O -3.29 -1.29 1.15
O -5.02 0.24 1.42
H -6.96 -0.17 2.04
H -6.77 1.09 0.74
H -6.74 -0.43 -0.93
H -7.30 -1.55 0.35
C -0.99 -3.41 7.30
C -2.46 -3.76 7.72
O -2.97 -4.23 6.48
C -2.21 -3.73 5.47
O -2.48 -3.85 4.29
O -1.07 -3.15 5.91
H -0.33 -4.21 7.63
H -0.74 -2.51 7.87
H -2.96 -2.84 8.01
H -2.41 -4.48 8.54
C -4.80 3.84 2.03
C -4.90 4.92 3.04
O -3.76 4.77 3.80
C -2.86 4.10 3.16
O -1.76 3.74 3.59
O -3.37 3.64 2.06
H -5.12 4.24 1.07
H -5.34 2.90 2.19
H -5.83 4.75 3.58
H -5.02 5.88 2.53
C -1.04 1.22 1.48
C -1.63 1.47 0.13
O -1.00 0.54 -0.71
C 0.22 0.28 -0.18
O 1.15 -0.31 -0.79
O 0.18 0.70 1.11
H -1.52 0.44 2.07
H -0.82 2.12 2.05
H -1.40 2.47 -0.24
H -2.71 1.34 0.00
C -1.18 0.28 5.14
C -2.63 0.38 4.73
O -3.29 0.13 5.93
C -2.50 0.16 6.94
O -2.90 0.04 8.11
O -1.21 0.04 6.53
H -0.53 1.11 4.87
H -0.69 -0.59 4.69
H -2.90 -0.42 4.05
H -2.80 1.31 4.19
C -0.36 2.47 -9.27
O -1.01 2.15 -8.10
C -0.37 2.16 -6.98
O 0.82 2.17 -6.77
O -1.30 2.36 -5.95
C -0.86 2.24 -4.62
H -1.00 2.20 -10.11
H 0.57 1.92 -9.44
H -0.27 3.56 -9.25
H -1.22 1.33 -4.13
H -1.30 3.08 -4.08
H 0.21 2.27 -4.44
C -4.08 0.69 -2.78
O -3.96 2.07 -2.99
C -4.22 2.91 -2.01
O -4.86 2.62 -1.03
O -3.78 4.07 -2.41
C -3.71 5.19 -1.56
H -5.16 0.54 -2.77
H -3.49 0.37 -1.92
H -3.73 0.14 -3.65
H -3.29 5.04 -0.57
H -4.71 5.50 -1.26
H -3.53 6.18 -1.98
C 2.15 -9.15 -5.28
O 1.63 -7.97 -4.70
C 2.36 -6.86 -4.55
O 3.50 -6.64 -5.02
O 1.67 -5.97 -3.77
C 2.15 -4.66 -3.66
H 2.49 -9.02 -6.31
H 1.48 -9.99 -5.10
H 3.06 -9.40 -4.74
H 1.60 -4.18 -2.86
H 1.74 -4.04 -4.46
H 3.22 -4.50 -3.51
C 6.30 -2.66 -4.82
O 5.33 -1.87 -4.10
C 4.14 -1.65 -4.60
O 3.66 -2.21 -5.61
O 3.56 -0.74 -3.79
C 2.30 -0.23 -4.10
H 5.95 -3.69 -4.86
H 7.28 -2.62 -4.34
H 6.41 -2.24 -5.81
H 1.55 -1.01 -4.24
H 2.41 0.48 -4.91
H 1.97 0.33 -3.22
C 8.14 4.41 2.38
O 7.69 3.18 1.73
C 6.41 2.73 2.01
O 5.58 3.36 2.65
O 6.31 1.50 1.53
C 5.13 0.76 1.78
H 9.05 4.69 1.84
H 8.54 4.27 3.39
H 7.56 5.31 2.19
H 5.21 -0.26 1.42
H 4.25 1.14 1.26
H 4.99 0.64 2.86
C -10.04 -2.97 6.02
O -8.83 -3.15 5.28
C -8.02 -2.00 5.34
O -8.28 -0.89 5.84
O -6.94 -2.31 4.72
C -5.73 -1.57 4.86
H -10.81 -3.74 5.95
H -10.60 -2.08 5.74
H -9.84 -2.86 7.09
H -5.98 -0.52 4.68
H -5.07 -1.75 4.00
H -5.19 -1.71 5.80
C -1.49 -2.34 -6.31
O -1.26 -3.11 -5.11
C -1.34 -2.40 -3.92
O -1.52 -1.18 -3.83
O -1.09 -3.29 -2.93
C -0.94 -2.88 -1.64
H -0.53 -1.88 -6.54
H -2.25 -1.57 -6.15
H -1.81 -2.99 -7.12
H -0.57 -3.75 -1.10
H -1.88 -2.59 -1.17
H -0.25 -2.03 -1.60
C 0.51 5.64 1.54
O 1.24 5.41 0.32
C 0.53 5.32 -0.88
O -0.69 5.25 -1.05
O 1.52 5.36 -1.75
C 1.28 5.28 -3.18
H -0.31 6.35 1.44
H 1.11 5.90 2.42
H 0.01 4.73 1.87
H 0.28 5.62 -3.45
H 1.38 4.21 -3.36
H 2.00 5.89 -3.74
C 6.20 1.39 -3.91
O 5.60 1.56 -2.66
C 4.54 2.30 -2.47
O 4.06 3.14 -3.27
O 4.15 2.01 -1.19
C 3.21 2.85 -0.67
H 6.65 0.40 -3.85
H 6.91 2.17 -4.16
H 5.44 1.43 -4.70
H 3.53 3.89 -0.58
H 2.84 2.60 0.32
H 2.39 2.76 -1.38
C 5.62 -5.61 -2.71
O 5.35 -4.34 -2.07
C 5.04 -4.35 -0.74
O 5.05 -5.36 -0.08
O 4.68 -3.16 -0.22
C 3.94 -2.14 -0.93
H 6.50 -6.13 -2.33
H 5.73 -5.39 -3.77
H 4.72 -6.22 -2.61
H 3.48 -2.41 -1.88
H 4.71 -1.41 -1.17
H 3.14 -1.70 -0.33

For the gap between HOMO and LUMO, the calculation gives 10.060 eV. Its spin multiplicity is 1. The HOMO energy is -9.9 eV.

***

# 2
Here is a structure of composition C3H3BiLiO2 at a distorted geometry from OMol25. Energies are from ωB97M-V with the def2-TZVPD basis set.

CARTESIAN COORDINATES (ANGSTROEM)
O -2.87 1.71 0.07
Li -4.50 1.81 -0.36
C 0.53 0.47 0.40
C 0.47 -0.89 0.55
O 1.58 0.41 -0.59
C 1.67 -1.02 -0.35
H -0.05 -1.57 1.22
H 1.56 -1.59 -1.28
H 2.63 -1.28 0.12
Bi -1.03 1.97 0.20

For the gap between HOMO and LUMO, the calculation gives 7.074 eV. Its spin multiplicity is 1. As for the total charge: +1. The HOMO energy is -12.7 eV.

***

# 3
Here is the molecule C5H7NO from OMol25. Energies are from ωB97M-V with the def2-TZVPD basis set.

CARTESIAN COORDINATES (ANGSTROEM)
N -0.35 2.44 0.62
C -0.07 1.18 0.87
O -0.23 0.38 1.81
C 0.45 -1.68 0.61
C 0.55 -1.06 -0.60
C -0.61 -0.25 -1.15
C 0.25 0.74 -0.52
H -1.02 2.78 1.31
H -0.50 -1.87 1.10
H 1.32 -2.16 1.05
H 1.47 -1.15 -1.17
H -1.53 -0.41 -0.60
H -0.72 -0.22 -2.23
H 0.98 1.28 -1.11

For the gap between HOMO and LUMO (alpha / beta), the calculation gives 7.618 / 7.617 eV. Its spin multiplicity is 1. The HOMO energy (alpha / beta) is -8.6 / -8.6 eV.

***

# 4
Here is the molecule C6H9ClS at a distorted geometry from OMol25. Energies are from ωB97M-V with the def2-TZVPD basis set.

CARTESIAN COORDINATES (ANGSTROEM)
S -0.30 -2.40 1.01
C -0.27 -0.64 1.18
C 1.23 0.25 1.11
C 1.37 0.81 -0.37
C 0.06 0.21 -0.95
C -1.59 0.29 -1.18
Cl -2.26 -0.71 -2.43
C -0.99 0.19 0.19
H -0.29 -2.50 -0.42
H -0.88 -0.63 2.18
H 2.27 -0.33 1.25
H 1.00 1.20 1.83
H 1.34 1.99 -0.60
H 2.31 0.56 -0.95
H 0.34 -0.71 -1.21
H -2.30 1.25 -1.20
H -1.04 1.15 0.54

For the gap between HOMO and LUMO, the calculation gives 9.777 eV. Its spin multiplicity is 1. The HOMO energy is -9.0 eV. As for the SMILES: S[C@H]1CC[C@@H]2[C@@H](Cl)[C@H]21.

***

Table of relative energy (zero: lowest compared OMol25 entry of this formula, charge and spin) (eV), in record order: 0.0000, 0.0000, 4.0368, 5.2108
Table of molecular weight (Da), in record order: 1517.2, 287.0, 97.1, 148.7